(1)
The following is a quantum chemistry calculation of an isolated molecule of C3H5NOS at a distorted geometry, from the Open Molecules 2025 dataset.

Values from the calculation:
- LUMO energy: -0.0268 Ha
- Relative energy (zero: lowest compared OMol25 entry of this formula, charge and spin): 256.19 kJ/mol
- SMILES string: C/C(C=S)=N\O
- Highest occupied orbital energy: -8.882 eV
- Orbital gap: 8.2 eV

The geometry in ORCA input format:
```
! wB97M-V def2-TZVPD RIJCOSX def2/J DEFGRID3
* xyz 0 1
C -0.3234 -0.4482 1.1013
C 0.0315 0.1774 -0.1683
C -0.4492 1.5462 -0.5321
S -1.3350 2.6376 0.2749
N 0.7342 -0.3347 -1.1135
O 1.0414 -1.6344 -0.7652
H -0.4834 -1.4915 0.8716
H 0.5192 -0.3717 1.8151
H -1.2085 0.0079 1.5201
H -0.0854 1.8769 -1.5077
H 1.5585 -1.9656 -1.4963
*
```

***

(2)
The following is a quantum chemistry calculation of a 6-piece molecular cluster, C36H45FN6O6S overall, from the Open Molecules 2025 dataset.

Values from the calculation:
- LUMO energy: 0.0098 Ha
- SMILES string: C[C@@H](F)[C@]1(COO)C[C@@H](CCCCS(=O)(=O)O)C(=O)N1.c1ccncc1.c1ccncc1.c1ccncc1.c1ccncc1.c1ccncc1
- Highest occupied orbital energy: -9.550 eV
- Orbital gap: 9.8 eV

The geometry in ORCA input format:
```
! wB97M-V def2-TZVPD RIJCOSX def2/J DEFGRID3
* xyz 0 1
C -2.0431 -1.7784 -0.4974
C -2.2204 -0.3344 -0.0470
F -2.8795 -0.3697 1.2041
C -0.9648 0.5962 0.1023
C 0.4062 -0.0459 -0.1444
O 0.9709 -0.6342 1.0153
O 0.5989 -2.0231 1.0554
C -0.9593 1.3385 1.4496
C -1.9209 2.5013 1.1974
C -2.1038 3.5478 2.3074
C -1.3707 4.8898 2.1908
C 0.1633 4.8306 2.0978
C 0.8398 4.7051 3.4847
S 2.3238 3.7458 3.4768
O 3.0177 3.9158 4.7096
O 2.0380 2.4378 2.9630
O 3.1858 4.5440 2.4040
C -1.4428 2.9067 -0.1887
O -1.3388 4.0117 -0.6722
N -1.1178 1.7437 -0.8363
H -2.3810 -2.4327 0.3114
H -1.0193 -2.0660 -0.7141
H -2.6603 -2.0048 -1.3703
H -2.9084 0.1809 -0.7209
H 0.4066 -0.7667 -0.9630
H 1.1184 0.7425 -0.4121
H 0.0347 -2.0436 1.8464
H 0.0506 1.7397 1.5541
H -1.1731 0.7325 2.3203
H -2.9076 2.0625 0.9944
H -3.1715 3.7776 2.3683
H -1.8525 3.0806 3.2687
H -1.6165 5.4715 3.0888
H -1.7639 5.4571 1.3466
H 0.5064 5.7551 1.6226
H 0.4715 4.0095 1.4447
H 0.2009 4.2138 4.2251
H 1.1273 5.6811 3.8796
H 2.6787 4.6779 1.5875
H -0.5117 1.8238 -1.6413
C -3.5874 -5.9043 4.0178
C -2.2202 -5.8548 3.8011
C -1.7575 -5.2668 2.6335
N -2.5568 -4.7422 1.7069
C -3.8684 -4.7945 1.9289
C -4.4317 -5.3634 3.0610
H -3.9877 -6.3528 4.9177
H -1.5222 -6.2572 4.5218
H -0.6933 -5.2076 2.4335
H -4.4989 -4.3570 1.1621
H -5.5056 -5.3759 3.1881
C -4.1924 4.9210 -3.2589
C -2.8187 5.0046 -3.4217
C -2.3333 5.7115 -4.5130
N -3.1083 6.3131 -5.4132
C -4.4248 6.2221 -5.2410
C -5.0147 5.5422 -4.1856
H -4.6138 4.3814 -2.4199
H -2.1434 4.5362 -2.7180
H -1.2643 5.8024 -4.6737
H -5.0374 6.7190 -5.9856
H -6.0921 5.5042 -4.0965
C 2.3533 -0.8587 -5.5643
C 1.1425 -1.3617 -5.1150
C 1.0034 -1.6362 -3.7625
N 1.9703 -1.4402 -2.8675
C 3.1272 -0.9541 -3.3117
C 3.3681 -0.6503 -4.6436
H 2.5049 -0.6389 -6.6132
H 0.3225 -1.5443 -5.7959
H 0.0714 -2.0369 -3.3763
H 3.9013 -0.8122 -2.5653
H 4.3333 -0.2689 -4.9482
C 1.4861 -0.2834 5.0191
C 2.3894 -1.2874 5.3291
C 1.9126 -2.5772 5.5143
N 0.6274 -2.9115 5.4158
C -0.2337 -1.9368 5.1284
C 0.1438 -0.6175 4.9229
H 1.8179 0.7311 4.8522
H 3.4466 -1.0781 5.4168
H 2.5953 -3.3859 5.7518
H -1.2764 -2.2291 5.0564
H -0.6021 0.1296 4.6932
C 4.8268 -4.0612 -4.8738
C 5.8050 -4.8042 -5.5149
C 6.4527 -5.7998 -4.7980
N 6.1864 -6.0823 -3.5253
C 5.2435 -5.3613 -2.9230
C 4.5364 -4.3446 -3.5489
H 4.2949 -3.2759 -5.3957
H 6.0647 -4.6192 -6.5484
H 7.2236 -6.4017 -5.2668
H 5.0439 -5.6107 -1.8867
H 3.7776 -3.7931 -3.0093
*
```

***

(3)
The following is a quantum chemistry calculation of C37H36N4O3P2Re as an isolated structure, from the Open Molecules 2025 dataset.

Values from the calculation:
- LUMO energy (spin up / spin down): -0.5439 / -0.5280 Ha
- <S²>: 0.759
- Highest occupied orbital energy (spin up / spin down): -19.296 / -19.290 eV
- Orbital gap (spin up / spin down): 4.5 / 4.9 eV

The geometry in ORCA input format:
```
! wB97M-V def2-TZVPD RIJCOSX def2/J DEFGRID3
* xyz 4 2
Re 0.4556 -0.3432 0.6102
O -0.2005 1.0018 -0.9616
C 0.7062 2.1116 -1.2864
C 1.7857 2.1586 -0.2501
C 2.7174 3.1544 -0.2917
C 3.6904 3.2243 0.7069
C 3.6954 2.2897 1.7519
C 2.7574 1.3072 1.7585
N 1.8000 1.2035 0.7584
H -0.9696 1.0023 -1.5556
H 0.1457 3.0425 -1.2839
H 1.1275 1.9629 -2.2766
H 2.6860 3.8866 -1.0939
H 4.4349 4.0148 0.6777
H 4.4285 2.3381 2.5487
H 2.7260 0.5691 2.5428
N 0.5049 -1.9681 3.1468
P -0.1870 -0.4590 2.9822
C 0.5525 0.6107 4.1603
C 1.7842 0.2692 4.7537
C 2.2974 1.0775 5.7502
C 1.6087 2.2286 6.1365
C 0.3977 2.5754 5.5372
C -0.1382 1.7741 4.5448
C -1.9401 -0.3956 3.1354
C -2.5092 -0.9132 4.3016
C -3.8795 -0.8086 4.4720
C -4.6651 -0.1940 3.4980
C -4.0918 0.3310 2.3423
C -2.7233 0.2366 2.1599
P 1.5052 -2.1597 1.8171
C 3.2052 -2.0889 2.3139
C 4.1549 -1.3338 1.6220
C 5.4906 -1.4174 1.9916
C 5.8654 -2.2485 3.0392
C 4.9130 -2.9994 3.7272
C 3.5786 -2.9360 3.3619
C 1.3021 -3.6999 0.9546
C 0.6819 -4.8082 1.5186
C 0.6830 -6.0047 0.8096
C 1.2786 -6.0839 -0.4424
C 1.8883 -4.9664 -1.0100
C 1.9106 -3.7709 -0.3097
H 0.5317 -2.5046 4.0097
H 2.3177 -0.6329 4.4625
H 3.2249 0.8081 6.2408
H 2.0177 2.8583 6.9168
H -0.1351 3.4623 5.8584
H -1.0932 2.0336 4.0976
H -1.8978 -1.3715 5.0760
H -4.3378 -1.1923 5.3768
H -5.7359 -0.1124 3.6456
H -4.7152 0.8090 1.5959
H -2.2678 0.6664 1.2676
H 3.8688 -0.7067 0.7807
H 6.2396 -0.8436 1.4591
H 6.9092 -2.3319 3.3096
H 5.2158 -3.6485 4.5409
H 2.8511 -3.5621 3.8769
H 0.2128 -4.7556 2.4931
H 0.2281 -6.8872 1.2459
H 1.2908 -7.0276 -0.9724
H 2.3666 -5.0409 -1.9798
H 2.4416 -2.9120 -0.7262
O -2.8105 -4.4499 3.3631
C -3.5116 -4.9874 2.2354
N -4.5022 -4.0871 1.7211
C -4.3279 -3.0993 0.8029
O -5.1821 -2.3071 0.4778
C -3.0081 -2.9100 0.0546
C -3.0406 -3.0029 -1.3390
C -1.9701 -2.5293 -2.1025
C -0.9666 -1.8629 -1.4726
N -0.9151 -1.7435 -0.0973
C -1.9003 -2.3589 0.6547
H -3.3431 -4.5995 4.1542
H -4.0026 -5.9185 2.4954
H -2.7714 -5.1855 1.4706
H -5.4403 -4.1431 2.0872
H -3.9162 -3.4191 -1.8307
H -1.9597 -2.6224 -3.1817
H -0.1661 -1.4079 -2.0450
H -1.8183 -2.3384 1.7321
*
```

***

(4)
The following is a quantum chemistry calculation of C18H35INO2P2PbSi as an isolated structure at a distorted geometry, from the Open Molecules 2025 dataset.

Values from the calculation:
- LUMO energy: -0.4630 Ha
- Relative energy (zero: lowest compared OMol25 entry of this formula, charge and spin): 0.00 kJ/mol
- Highest occupied orbital energy: -15.014 eV
- Orbital gap: 2.4 eV

The geometry in ORCA input format:
```
! wB97M-V def2-TZVPD RIJCOSX def2/J DEFGRID3
* xyz 3 1
C -1.0074 0.9389 -0.6575
C -0.5332 -0.0823 -1.6721
H -1.8525 0.5593 -0.0573
H -1.3053 1.8967 -1.1144
H -0.1893 1.1741 0.0466
O -0.6275 -1.3112 -1.5169
I 2.2947 -0.2163 -0.9385
Pb 0.1104 2.9212 2.3140
P -0.3331 0.6492 3.2415
C -0.3014 -0.9419 2.3822
C 0.9931 0.5816 4.4825
H 0.6304 0.0877 5.3967
H -1.7834 0.1990 5.1452
H 1.3354 1.6004 4.7272
H -2.1836 1.7688 4.3482
H 0.7304 -1.3270 2.3726
H 1.8432 0.0135 4.0716
C -1.8895 0.7173 4.1777
H -0.9636 -1.6477 2.9129
H -2.6777 0.2234 3.5849
H -0.6442 -0.8228 1.3379
P -0.1320 0.5052 -3.4302
C 0.4872 -0.9030 -4.3325
C -1.6664 1.0244 -4.2145
H 0.5764 2.5885 -2.4359
H 0.7358 2.5406 -4.2160
H 1.9519 1.7330 -3.1820
C 0.8901 1.9698 -3.2882
H -2.0187 1.9764 -3.7923
H -1.4495 1.1626 -5.2849
H 0.3755 -0.6892 -5.4042
H -0.0891 -1.8002 -4.0697
H -2.4344 0.2473 -4.0933
H 1.5405 -1.0987 -4.1178
C 0.7267 -4.0770 -1.1751
O -0.3764 -4.2712 -1.5239
C 3.8691 0.0540 -4.2098
Si 4.1561 -0.7262 -2.5197
C 4.1218 -2.5943 -2.7350
C 5.6374 0.0426 -1.6695
N 1.9020 -3.9109 -0.8710
C 2.5312 -4.0474 0.3916
C 1.9350 -4.8144 1.3939
C 2.5509 -4.9139 2.6390
C 3.7694 -4.2623 2.8780
C 4.3762 -3.5113 1.8604
C 3.7617 -3.4206 0.6161
H 4.8499 0.1574 -4.6976
H 3.4257 1.0523 -4.1580
H 3.2467 -0.5702 -4.8649
H 4.2754 -2.8451 -3.7966
H 4.9191 -3.0762 -2.1509
H 3.1689 -3.0399 -2.4034
H 5.4659 1.1185 -1.5175
H 5.8313 -0.4108 -0.6882
H 6.5364 -0.0762 -2.2924
H 0.9903 -5.3191 1.1737
H 2.0919 -5.5111 3.4281
H 4.2651 -4.3397 3.8467
H 5.3212 -2.9904 2.0254
H 4.2095 -2.8647 -0.2110
*
```

***

(5)
The following is a quantum chemistry calculation of an isolated molecule of C21H27N3O5S at a distorted geometry, from the Open Molecules 2025 dataset.

Values from the calculation:
- LUMO energy: 0.0216 Ha
- Relative energy (zero: lowest compared OMol25 entry of this formula, charge and spin): 234.25 kJ/mol
- SMILES string: COc1ccc(NC(=O)CCN2CCN(S(=O)(=O)c3ccc(OC)cc3)CC2)cc1
- Highest occupied orbital energy: -7.901 eV
- Orbital gap: 8.5 eV

The geometry in ORCA input format:
```
! wB97M-V def2-TZVPD RIJCOSX def2/J DEFGRID3
* xyz 0 1
C -0.4397 4.3371 -3.7668
O -1.5594 3.6035 -3.3384
C -1.3934 2.2811 -3.0386
C -2.5374 1.5973 -2.6271
C -2.4847 0.2640 -2.2814
C -1.2729 -0.4226 -2.3362
N -1.1289 -1.7666 -1.9703
C -2.0661 -2.6164 -1.4779
O -3.2506 -2.3595 -1.3880
C -1.5036 -3.9769 -1.0844
C -0.3980 -3.9573 -0.0228
N -0.9212 -3.8341 1.3338
C 0.1074 -3.9671 2.3576
C 0.6348 -2.6076 2.8788
N 0.4215 -1.5449 1.9278
S 1.6460 -1.0254 0.9431
O 1.3380 -1.2726 -0.4458
O 2.8727 -1.5605 1.4563
C 1.5835 0.7316 1.2262
C 0.8135 1.5464 0.4143
C 0.7388 2.8960 0.6820
C 1.4342 3.4425 1.7668
O 1.2968 4.7776 1.9406
C 1.9684 5.4001 3.0123
C 2.2055 2.6090 2.5767
C 2.2718 1.2541 2.3014
C -0.9416 -1.3485 1.4828
C -1.7345 -2.6662 1.5960
C -0.1337 0.2553 -2.7587
C -0.1871 1.5936 -3.1076
H 0.3425 4.3656 -3.0003
H -0.8014 5.3482 -3.9483
H -0.0227 3.9317 -4.6945
H -3.4689 2.1386 -2.5830
H -3.3755 -0.2515 -1.9650
H -0.1612 -2.0616 -1.9259
H -1.0991 -4.4371 -1.9891
H -2.3327 -4.5897 -0.7278
H 0.3473 -3.1876 -0.2602
H 0.1079 -4.9279 -0.0576
H -0.3273 -4.5227 3.1973
H 0.9309 -4.5556 1.9525
H 1.7080 -2.6513 3.0584
H 0.1290 -2.3316 3.8115
H 0.2944 1.1203 -0.4292
H 0.1452 3.5539 0.0676
H 3.0533 5.2888 2.9247
H 1.7083 6.4552 2.9468
H 1.6364 5.0052 3.9772
H 2.7547 3.0028 3.4167
H 2.8688 0.5914 2.9075
H -0.9000 -1.0079 0.4483
H -1.4184 -0.5620 2.0835
H -2.1189 -2.7764 2.6140
H -2.5856 -2.6471 0.9178
H 0.8122 -0.2648 -2.7875
H 0.7202 2.0841 -3.4226
*
```

***

| no. | calculated total energy (hartree) |
| --- | --- |
| 1 | -645.41410 |
| 2 | -2676.70472 |
| 3 | -2635.82307 |
| 4 | -2373.85851 |
| 5 | -1755.05642 |